1.
C4H10Cl2Si2 | ωB97M-V/def2-TZVPD

The relative energy (zero: lowest compared OMol25 entry of this formula, charge and spin) is 9.2 kcal per mole. Its orbital gap is 0.30986 hartree. As for the SMILES: C=[Si](C)C[Si](C)(Cl)Cl. The HOMO energy is -8.097 eV. For the total energy, the calculation gives -1657.80572 Eh. The total charge is 0.

The geometry in XYZ format:
```
18
C4H10Cl2Si2 (ωB97M-V/def2-TZVPD)
Cl -1.210 -2.523 0.694
Cl -2.808 -0.589 -1.918
Si -1.663 -0.483 -0.157
Si 1.408 0.103 -0.145
C -2.322 0.327 1.507
C 1.223 0.580 1.524
C -0.226 0.403 -0.958
C 2.660 -0.475 -1.507
H 2.040 -0.293 -2.426
H -0.476 1.467 -1.137
H 2.798 -1.614 -1.638
H 1.971 0.982 2.138
H -2.926 -0.453 2.099
H -1.371 0.387 2.066
H -0.006 -0.055 -1.918
H 3.525 0.139 -1.593
H 0.234 0.857 1.969
H -2.851 1.243 1.401
```

Mulliken population analysis, charges in e, atoms 1 to 4: atom 1 (Cl): -0.32, atom 2 (Cl): -0.29, atom 3 (Si): 0.67, atom 4 (Si): 0.44

***

2.
C50H106N4O27 | ωB97M-V/def2-TZVPD

The relative energy (zero: lowest compared OMol25 entry of this formula, charge and spin) is 0.0 kcal per mole. Its orbital gap is 0.35295 hartree. The HOMO energy is -9.180 eV. For the total energy, the calculation gives -4218.81759 Eh. The total charge is 0.

The geometry in XYZ format:
```
187
C50H106N4O27 (ωB97M-V/def2-TZVPD)
O 3.397 -4.817 -1.634
O -5.139 -0.742 -0.807
O 1.387 -5.891 -3.849
O -0.761 1.930 -8.785
O -6.860 -4.360 -0.311
O -1.205 -1.468 0.208
O 5.739 0.160 -0.275
O -1.330 3.635 5.943
O -5.820 0.672 0.810
O -1.716 6.640 5.406
O 0.147 -1.996 -5.368
O 2.374 1.360 3.521
O 4.313 -5.321 1.457
O -1.676 7.861 2.957
O -4.617 -4.515 -0.730
O 1.981 -7.831 -5.799
O 2.398 6.034 1.762
O -2.101 -1.850 -5.640
O -0.842 -3.713 -6.141
O 0.622 -1.680 1.533
O -1.488 -1.262 2.309
O -5.476 -3.480 1.062
O 4.356 -1.735 1.663
O 0.785 1.902 -3.271
O -7.310 -0.182 -0.453
O 0.585 2.561 -6.043
O 1.554 3.983 3.925
N -5.200 0.044 4.672
N 0.922 -5.521 6.481
N -1.726 1.705 3.180
N -2.268 1.538 -1.197
C -5.997 -0.139 -0.184
C 2.060 -4.507 -1.949
C 1.223 -5.705 -2.480
C 0.289 -0.652 -4.979
C 1.083 5.887 2.378
C -0.480 -1.413 -0.977
C -1.078 -1.220 3.674
C 0.786 -7.138 -5.880
C 0.191 3.114 -3.726
C -1.350 8.616 1.818
C 3.815 -3.031 1.772
C 5.065 -6.404 0.878
C -5.581 -4.165 -0.066
C 0.155 2.229 1.441
C 0.779 -2.916 6.649
C -1.072 -2.465 -5.659
C 3.263 2.344 4.036
C -3.264 0.798 6.283
C -1.020 4.788 6.719
C 1.020 2.994 -7.307
C -2.378 7.866 5.283
C -1.523 1.232 -7.794
C -1.954 -4.541 -6.457
C 3.270 6.907 2.446
C 0.425 -6.741 -4.430
C -1.893 8.696 4.087
C -0.370 2.611 6.217
C 1.101 5.333 3.806
C -2.714 1.129 -2.173
C 2.885 3.704 3.465
C 0.910 -4.362 6.559
C 4.250 -4.874 -2.775
C 0.635 2.079 -8.471
C -4.213 -3.115 1.577
C 1.994 2.122 -2.555
C 0.839 3.550 -5.054
C 4.525 0.292 0.369
C -3.252 0.647 -3.446
C -7.223 -5.090 -1.497
C 4.786 -4.040 1.156
C 2.704 0.014 3.890
C -4.361 0.388 5.386
C 6.868 -0.381 0.361
C -7.734 -1.185 -1.355
C 3.815 -1.049 0.537
C -0.899 1.919 2.418
C -4.577 0.770 1.431
C -0.559 -1.492 1.350
C -1.972 5.945 6.620
C 2.879 -7.544 -6.850
H 0.864 2.938 1.858
H -8.007 -5.779 -1.188
H 1.906 3.649 -4.835
H 0.875 -6.175 -6.394
H 0.678 6.899 2.415
H -3.491 -3.930 1.562
H -3.820 1.231 0.787
H 3.485 4.424 4.029
H -2.540 1.212 -8.179
H -0.483 -6.129 -4.406
H 1.446 5.946 4.645
H 0.233 -7.662 -3.872
H 1.860 -3.623 -2.564
H -2.304 0.622 5.796
H 1.419 -6.609 -1.897
H -3.935 1.420 -3.809
H 4.514 -6.766 0.008
H -1.985 -1.018 4.236
H 1.659 -4.163 -0.991
H -2.453 -4.306 -7.398
H -7.163 -2.099 -1.209
H -2.668 9.454 3.951
H 5.078 -5.512 -2.466
H 3.644 -3.251 2.827
H 0.078 -7.775 -6.418
H 0.133 3.964 -3.042
H -1.524 -5.537 -6.539
H 2.919 7.939 2.343
H 7.240 0.269 1.161
H -7.682 -4.402 -2.207
H -0.597 -2.155 3.963
H 4.268 2.120 3.660
H 1.629 -2.343 6.281
H -8.782 -1.350 -1.105
H 0.024 -2.366 -1.168
H -0.218 -0.458 -4.034
H 2.178 1.314 -1.843
H 2.730 -0.910 0.547
H 2.478 -7.931 -7.790
H -2.742 -4.544 -5.704
H -1.039 -1.202 -1.884
H 3.319 2.377 5.126
H 2.116 2.982 -7.306
H 1.126 1.134 -8.213
H -0.773 1.989 7.024
H -3.835 -2.271 0.997
H 3.706 -5.083 -3.694
H -0.875 2.990 -3.932
H 0.041 5.355 4.080
H 0.645 -2.571 7.676
H -4.133 -0.172 1.743
H 3.748 -0.202 3.647
H -3.250 0.174 7.176
H -7.765 -0.876 -2.401
H 4.692 0.681 1.383
H -1.068 0.244 -7.696
H -3.453 7.646 5.284
H 0.587 2.984 6.582
H -3.973 -0.155 -3.283
H 2.977 3.771 2.383
H -4.300 -2.755 2.601
H 2.141 -0.600 3.185
H 0.671 4.017 -7.480
H -0.349 -0.431 3.862
H -0.143 -2.607 6.156
H 3.390 6.702 3.513
H -0.868 4.505 7.767
H 3.782 -8.113 -6.621
H -0.526 9.329 1.928
H -1.761 6.587 7.479
H -2.282 8.494 6.178
H -3.000 5.574 6.644
H -0.092 0.041 -5.731
H 6.729 -1.346 0.853
H 2.199 3.060 -2.040
H 6.060 -6.118 0.536
H -1.073 7.848 1.094
H 7.602 -0.409 -0.442
H -4.593 1.552 2.189
H 3.186 -6.497 -6.896
H 0.369 -0.735 -0.853
H -0.206 1.963 5.357
H 2.822 1.926 -3.246
H 1.374 -0.562 -4.961
H 5.097 -7.178 1.643
H 0.404 4.468 -5.455
H 0.190 -5.405 -2.260
H 3.866 1.014 -0.114
H 1.099 2.420 -9.394
H -2.157 9.221 1.394
H -0.906 9.110 4.311
H -0.014 5.137 6.462
H 5.814 -3.960 1.535
H -1.479 1.758 -6.840
H 2.472 -0.348 4.894
H -2.492 0.462 -4.201
H 0.501 5.217 1.752
H -6.368 -5.612 -1.920
H 0.603 1.289 1.119
H 4.753 -3.911 -2.927
H 4.288 6.930 2.057
H 3.947 -1.568 -0.420
H -3.255 1.849 6.566
H 2.868 -3.159 1.244
H 4.968 -3.699 0.129
H -0.235 2.673 0.524
```

Mulliken population analysis, charges in e, atoms 1 to 4: atom 1 (O): -0.09, atom 2 (O): -0.53, atom 3 (O): -0.04, atom 4 (O): -0.46

***

3.
C52H51Br2N7O3RbSSi | ωB97M-V/def2-TZVPD

The relative energy (zero: lowest compared OMol25 entry of this formula, charge and spin) is 0.0 kcal per mole. Its orbital gap is 0.21481 hartree. The HOMO energy is -4.179 eV. For the total energy, the calculation gives -8481.24744 Eh. The total charge is -1.

The geometry in XYZ format:
```
118
C52H51Br2N7O3RbSSi (ωB97M-V/def2-TZVPD)
Rb 0.458 0.474 -0.100
Br 8.477 -0.436 -0.600
Br 5.014 4.009 -0.751
S -0.255 2.522 -3.462
Si -1.416 -3.181 1.589
O 0.459 -0.775 -2.716
O 2.859 1.808 -0.605
O -0.838 -1.839 1.016
N -0.049 5.047 -2.744
N -1.816 4.568 -4.130
N 0.778 1.470 2.918
N -2.514 1.782 -0.251
N -1.073 3.058 1.684
N 1.829 -0.222 -4.460
N 3.175 -0.907 -0.577
C -2.737 3.082 -0.049
C 4.280 -0.115 -0.585
C 1.921 -5.902 3.529
C -3.628 -6.015 -0.618
C -2.495 -4.581 -2.176
C 6.692 0.234 -0.614
C 1.860 0.780 3.272
C -3.336 -5.658 -1.929
C 5.689 -2.063 -0.525
C 4.025 1.341 -0.615
C -3.992 3.252 -2.063
C -2.324 5.046 3.145
C -0.133 -4.345 2.385
C 1.953 -0.636 2.777
C -3.061 -3.869 3.914
C -2.245 5.955 -4.188
C -4.074 -3.639 4.840
C -2.841 4.641 1.927
C 0.315 -5.521 1.777
C -4.790 -2.451 4.804
C -2.185 3.632 1.230
C -2.745 -2.929 2.928
C -1.948 -3.867 -1.114
C 1.214 -1.118 -5.407
C 0.478 -3.978 3.591
C -1.040 6.860 -4.002
C -2.226 -4.211 0.213
C -3.771 1.908 -2.268
C 4.564 -2.832 -0.511
C 5.204 2.117 -0.668
C 2.871 1.352 4.047
C -2.739 -0.277 -1.494
C -0.582 3.442 2.859
C -0.730 4.128 -3.458
C 1.606 3.375 4.098
C 1.491 -4.739 4.159
C 3.293 -2.215 -0.550
C 2.740 2.661 4.461
C 6.495 1.583 -0.665
C -1.181 4.436 3.628
C -3.016 1.191 -1.334
C 5.587 -0.655 -0.575
C 1.328 -6.293 2.337
C -3.078 -5.296 0.437
C -4.485 -1.495 3.843
C 1.384 -0.129 -3.191
C 2.027 -3.025 -0.532
C 2.935 0.603 -4.892
C -0.338 6.470 -2.715
C 0.653 2.736 3.321
C -3.474 -1.734 2.921
C -3.464 3.864 -0.932
H 2.629 -0.684 1.917
H 3.749 0.770 4.299
H -3.764 -6.217 -2.753
H -2.983 6.158 -3.403
H 0.793 -0.555 -6.245
H 1.948 -4.427 5.091
H 3.519 3.132 5.048
H 0.601 7.010 -2.600
H -2.823 5.811 3.726
H 2.355 -1.298 3.546
H -2.729 6.130 -5.148
H 0.421 -1.664 -4.905
H 1.504 -2.909 0.422
H 1.657 -7.199 1.841
H -2.259 3.866 -4.697
H 1.950 -1.827 -5.798
H -1.978 -0.437 -2.264
H 2.676 1.126 -5.816
H -1.344 7.906 -3.968
H -2.266 -4.294 -3.196
H -3.221 -0.975 2.186
H -4.299 -4.384 5.595
H -0.133 -5.839 0.840
H -4.570 3.830 -2.775
H -1.293 -3.022 -1.304
H -0.775 4.700 4.595
H 7.345 2.252 -0.698
H -3.611 4.920 -0.745
H 0.970 -0.998 2.462
H 2.713 -6.498 3.967
H -0.970 6.717 -1.854
H 2.227 -4.086 -0.688
H 1.486 4.411 4.383
H -4.287 -6.852 -0.419
H 3.153 1.347 -4.127
H 0.730 4.674 -2.225
H -2.370 -0.701 -0.556
H -2.499 -4.797 3.967
H 3.835 0.006 -5.068
H -3.644 -0.808 -1.797
H -5.031 -0.559 3.819
H 6.670 -2.521 -0.500
H -0.356 6.725 -4.843
H 1.950 0.616 -2.610
H 1.339 -2.665 -1.299
H -3.324 -5.582 1.456
H 0.153 -3.073 4.096
H -3.758 5.067 1.543
H -4.165 1.400 -3.139
H 4.631 -3.912 -0.467
H -5.578 -2.267 5.526
```

Mulliken population analysis, charges in e, atoms 1 to 4: atom 1 (Rb): -0.27, atom 2 (Br): -0.30, atom 3 (Br): -0.27, atom 4 (S): -0.08

***

4.
C14H37BNO5S2 | ωB97M-V/def2-TZVPD

Its orbital gap is 0.22345 hartree. The HOMO energy is -10.463 eV. For the total energy, the calculation gives -1807.36177 Eh. The total charge is +1.

The geometry in XYZ format:
```
60
C14H37BNO5S2 (ωB97M-V/def2-TZVPD)
S 1.913 -1.139 3.847
S -3.402 -2.182 2.289
O 1.390 2.245 -0.933
O 4.690 4.863 -6.251
O -0.197 0.013 0.204
O 3.103 2.631 -5.114
O -5.960 -3.519 2.442
N -2.417 -3.556 1.946
C 3.743 4.990 -5.186
C 0.159 -0.704 4.462
C 0.366 1.087 0.962
C -2.414 -1.214 3.611
C 3.666 3.705 -4.357
C 0.760 2.017 -2.190
C -2.611 -5.027 4.157
C 0.443 2.372 0.132
C -2.884 -4.862 2.515
C 4.060 4.635 -7.508
C -5.581 -1.926 4.551
C -0.860 -1.758 3.674
C 0.797 -0.892 -0.268
C 4.097 1.726 -5.586
B -5.028 -2.560 3.135
H 4.929 2.249 -6.063
H 4.653 3.432 -3.962
H -3.974 -5.195 2.203
H 3.594 5.561 -7.858
H 0.333 -1.554 -1.005
H -5.524 -3.759 1.549
H -2.382 -0.087 3.231
H -3.037 -4.137 4.784
H -2.176 -5.698 2.035
H -4.901 -2.294 5.429
H 3.633 1.064 -6.323
H 2.755 5.270 -5.572
H 1.167 -1.500 0.563
H 1.848 -2.453 3.281
H 0.294 2.943 -2.540
H 3.309 3.842 -7.449
H -6.686 -2.288 4.792
H -2.857 -1.336 4.687
H 3.001 3.877 -3.504
H -0.422 -1.868 2.584
H 1.629 -0.369 -0.745
H -0.141 0.370 4.105
H 4.827 4.336 -8.227
H 0.009 1.224 -2.131
H -1.456 -5.127 4.352
H 1.353 0.813 1.356
H 0.073 -0.819 5.646
H 4.094 5.804 -4.543
H -5.612 -0.746 4.430
H 4.467 1.118 -4.755
H -0.854 -2.770 4.284
H -3.141 -6.052 4.454
H -0.545 2.651 -0.254
H -2.115 -3.607 0.948
H -0.299 1.259 1.814
H 0.794 3.186 0.775
H 1.527 1.718 -2.909
```

Mulliken population analysis, charges in e, atoms 1 to 4: atom 1 (S): -0.24, atom 2 (S): 0.13, atom 3 (O): -0.35, atom 4 (O): -0.37

***

5.
C55H46N6S2SiTl | ωB97M-V/def2-TZVPD

The relative energy (zero: lowest compared OMol25 entry of this formula, charge and spin) is 0.0 kcal per mole. Its orbital gap is 0.20745 hartree. The HOMO energy is -3.705 eV. For the total energy, the calculation gives -3710.49658 Eh. The total charge is -1.

The geometry in XYZ format:
```
111
C55H46N6S2SiTl (ωB97M-V/def2-TZVPD)
Tl -0.192 -0.606 -0.492
S 1.766 0.471 -1.517
S 0.918 -2.890 -1.547
Si -2.450 -1.690 -1.040
N 1.731 2.453 1.235
N -1.201 1.462 -2.635
N -1.572 0.040 1.919
N -0.616 -4.074 9.837
N 1.056 -1.216 1.521
N -0.740 2.551 -0.156
C -2.684 0.743 1.966
C -4.356 0.472 -0.993
C -2.495 -5.873 1.073
C 2.323 -2.165 -2.316
C -2.064 -3.171 -3.454
C -3.553 -1.318 -3.700
C -1.758 3.016 -0.879
C 2.719 1.460 3.162
C -0.581 -3.620 8.782
C -4.805 -1.294 0.548
C -6.263 0.617 0.462
C 3.206 -3.161 -3.048
C 1.981 -2.156 3.393
C -2.236 -3.489 -4.793
C 0.563 2.458 1.871
C -0.348 -0.146 -4.240
C 2.323 -1.519 1.288
C 0.400 2.013 3.177
C -0.450 -1.951 4.907
C 3.888 -0.318 -2.958
C -0.392 -1.370 3.534
C -2.726 3.865 -0.346
C 2.795 1.956 1.864
C -2.429 -3.360 -0.172
C -0.578 -3.884 6.345
C -0.606 2.970 1.102
C -1.526 -4.945 1.422
C -3.995 -0.769 -0.460
C -0.457 -1.670 7.304
C -3.061 -2.713 -5.596
C 2.652 -0.862 -2.282
C -3.433 -5.555 0.100
C -1.505 3.849 1.699
C -0.528 -3.331 5.077
C -2.434 2.979 -4.584
C -3.387 0.582 3.194
C -2.592 4.286 0.965
C -0.538 -3.053 7.462
C -3.392 -4.314 -0.518
C -5.473 1.159 -0.544
C -1.497 -0.625 3.135
C -2.429 3.408 -3.265
C -2.641 -0.301 3.932
C 2.950 -2.090 2.423
C 4.086 1.956 1.098
C -1.803 2.607 -2.316
C -1.499 -3.698 0.811
C -1.154 1.072 -3.907
C -3.723 -1.627 -5.044
C -5.925 -0.613 1.005
C -0.419 -1.130 6.031
C 0.795 -1.597 2.832
C -2.711 -2.071 -2.879
C 1.507 1.498 3.827
C -1.792 1.802 -4.912
H -2.880 4.352 -2.991
H -1.769 1.442 -5.933
H -1.350 4.166 2.721
H -4.118 -4.085 -1.291
H 4.547 -1.110 -3.309
H 4.206 -3.219 -2.609
H -2.868 -0.686 4.914
H -4.548 -2.245 1.001
H -2.990 1.356 1.129
H 1.425 1.099 4.832
H -4.189 -6.277 -0.186
H -1.392 -3.770 -2.854
H 3.877 1.727 0.055
H -2.923 3.572 -5.348
H -0.771 -5.195 2.157
H 4.457 0.316 -2.273
H 2.757 -1.350 0.313
H 3.323 -2.902 -4.104
H -0.319 -0.854 -3.414
H -0.423 -1.031 8.175
H -4.098 -0.475 -3.296
H -1.714 -4.342 -5.210
H -0.367 -0.057 5.898
H 3.595 1.029 3.628
H -0.722 -2.999 1.094
H -3.191 -2.957 -6.644
H -2.513 -6.847 1.548
H -3.573 4.177 -0.942
H 3.626 0.308 -3.818
H 0.688 0.151 -4.421
H -0.740 -0.643 -5.128
H 4.781 1.220 1.502
H -6.525 -1.039 1.800
H -5.723 2.121 -0.975
H -7.132 1.154 0.823
H -0.582 2.007 3.635
H -0.556 -3.967 4.203
H -0.645 -4.956 6.475
H -4.328 1.037 3.460
H 4.559 2.940 1.150
H 2.764 -4.154 -2.993
H 3.977 -2.414 2.489
H -3.742 0.924 -1.762
H 2.089 -2.523 4.402
H -4.377 -1.018 -5.656
H -3.328 4.946 1.407
```

Mulliken population analysis, charges in e, atoms 1 to 4: atom 1 (Tl): -0.44, atom 2 (S): -0.27, atom 3 (S): -0.26, atom 4 (Si): 1.69